Below is C41H40N7ORuS2Sb as an isolated structure, with properties calculated with the ωB97M-V functional and the def2-TZVPD basis.

## Properties
LUMO energy (spin up / spin down), eV: -7.654 / -9.383

Geometry as ORCA input:
```
! RIJCOSX wB97M-V def2-TZVPD def2/J DEFGRID3
* xyz 3 6
Ru 0.67 -0.49 -0.40
N -1.28 -2.98 3.04
C -0.33 -2.28 2.41
N -0.58 -1.30 1.60
C -1.90 -0.92 1.38
N -2.13 0.16 0.70
N -1.13 0.78 0.15
C -0.90 2.04 0.27
C 0.29 2.59 -0.33
C 0.44 3.94 -0.65
C 1.64 4.38 -1.17
C 2.68 3.47 -1.33
C 2.47 2.15 -0.99
N 1.31 1.72 -0.51
C -2.97 -1.70 1.95
C -4.32 -1.45 1.69
C -5.29 -2.25 2.26
C -4.94 -3.29 3.12
C -3.61 -3.54 3.41
C -2.63 -2.75 2.82
H -1.02 -3.71 3.70
H 0.70 -2.57 2.58
H -1.53 2.68 0.89
H -0.39 4.62 -0.50
H 1.77 5.42 -1.43
H 3.65 3.79 -1.68
H 3.25 1.40 -1.08
H -4.57 -0.63 1.04
H -6.33 -2.07 2.03
H -5.71 -3.89 3.58
H -3.34 -4.33 4.09
C -1.32 -2.59 -6.06
C -0.64 -3.16 -4.87
C 0.21 -4.24 -4.91
C 0.83 -4.67 -3.72
N 0.61 -4.04 -2.57
C -0.28 -3.07 -2.53
S -0.84 -2.45 -1.05
N -0.89 -2.60 -3.66
C 1.71 -5.86 -3.70
H -0.78 -2.86 -6.97
H -1.39 -1.50 -6.00
H -2.33 -2.98 -6.14
H 0.38 -4.76 -5.84
H -1.57 -1.85 -3.55
H 2.49 -5.80 -4.45
H 1.11 -6.74 -3.92
H 2.14 -5.97 -2.70
S 2.62 -1.68 -0.63
Sb 3.97 -3.64 -0.75
C 4.35 -3.76 -2.88
C 3.70 -2.88 -3.72
C 3.92 -2.97 -5.09
C 4.78 -3.92 -5.60
C 5.44 -4.79 -4.74
C 5.23 -4.71 -3.37
C 5.62 -2.94 0.46
C 6.77 -2.46 -0.15
C 7.75 -1.88 0.64
C 7.56 -1.76 2.01
C 6.41 -2.24 2.61
C 5.42 -2.84 1.83
C 2.80 -5.23 0.14
C 3.45 -6.40 0.49
C 2.70 -7.43 1.04
C 1.34 -7.28 1.23
C 0.71 -6.10 0.87
C 1.44 -5.05 0.33
H 3.02 -2.13 -3.32
H 3.42 -2.28 -5.76
H 4.95 -3.98 -6.66
H 6.11 -5.54 -5.14
H 5.74 -5.39 -2.71
H 6.92 -2.56 -1.21
H 8.66 -1.51 0.19
H 8.32 -1.28 2.62
H 6.27 -2.15 3.67
H 4.52 -3.22 2.29
H 4.51 -6.52 0.34
H 3.19 -8.36 1.31
H 0.76 -8.09 1.65
H -0.35 -5.99 1.01
H 0.95 -4.14 0.03
C -1.02 1.70 -4.16
C 0.14 0.91 -3.65
C 1.43 1.05 -4.40
O 0.03 0.15 -2.70
H -1.21 1.45 -5.20
H -0.78 2.76 -4.15
H -1.91 1.52 -3.57
H 1.60 2.08 -4.70
H 1.35 0.47 -5.31
H 2.27 0.68 -3.81
*
```

natural (NBO) atomic charge list, values in e, 8 entries: number 1, Ru, carries 1.368; number 2, N, carries -0.502; number 3, C, carries 0.365; number 4, N, carries -0.611; number 5, C, carries 0.402; number 6, N, carries -0.314; number 7, N, carries -0.277; number 8, C, carries 0.078

Below is C26H36As2BrN4O8PPtSbSe4 as an isolated structure, with properties calculated with the ωB97M-V functional and the def2-TZVPD basis.

## Properties
LUMO energy, eV: 1.291
Energy above the lowest of the compared OMol25 structures with the same formula, charge and spin, kJ/mol: 0.0

Geometry as ORCA input:
```
! RIJCOSX wB97M-V def2-TZVPD def2/J DEFGRID3
* xyz -1 1
Pt -0.54 -0.12 -0.60
C -4.14 3.87 -0.21
C -4.05 2.39 -0.45
C -5.17 1.57 -0.49
C -5.02 0.21 -0.69
C -3.74 -0.30 -0.83
Br -3.49 -2.14 -1.06
N -2.65 0.47 -0.79
C -2.82 1.79 -0.61
H -5.17 4.22 -0.29
H -3.53 4.42 -0.92
H -3.78 4.13 0.79
H -6.16 1.99 -0.37
H -5.87 -0.46 -0.73
H -1.90 2.36 -0.58
C -0.85 -4.85 0.15
O -0.27 -3.70 0.78
C -0.99 -3.16 1.75
O -2.14 -3.41 2.01
C -0.21 -2.07 2.46
C 0.72 -2.33 3.37
As 1.77 -1.08 4.47
C 3.49 -1.30 3.57
C 1.28 0.62 3.64
C 0.27 0.94 2.84
As -0.74 -0.33 1.81
C -2.53 -0.17 2.58
C -0.04 2.38 2.55
O -0.28 3.19 3.40
O -0.05 2.62 1.23
C -0.02 3.98 0.80
C 2.27 1.66 4.09
O 2.81 1.63 5.17
O 2.54 2.50 3.10
C 3.65 3.40 3.27
C 0.97 -3.78 3.70
O 0.32 -4.72 3.31
O 2.02 -3.91 4.53
C 2.36 -5.25 4.88
H -0.87 -5.67 0.87
H -0.20 -5.08 -0.68
H -1.86 -4.64 -0.18
H 3.91 -2.26 3.88
H 4.14 -0.50 3.90
H 3.39 -1.25 2.49
H -2.48 -0.24 3.66
H -3.15 -0.97 2.19
H -2.95 0.80 2.29
H 1.00 4.21 0.49
H -0.33 4.65 1.60
H -0.68 4.08 -0.05
H 3.25 4.40 3.48
H 4.19 3.38 2.32
H 4.29 3.07 4.08
H 3.20 -5.18 5.56
H 2.63 -5.81 3.99
H 1.51 -5.74 5.36
C -0.70 1.15 -5.61
N 0.56 1.52 -4.98
C 1.59 0.54 -5.35
N 1.21 -0.84 -5.04
C -0.06 -1.14 -5.67
N -1.15 -0.22 -5.31
C -1.49 -0.36 -3.89
P -0.05 0.01 -2.79
C 0.44 1.62 -3.52
C 1.20 -1.08 -3.59
H -0.58 1.22 -6.69
H -1.48 1.85 -5.29
H 2.52 0.79 -4.83
H 1.74 0.61 -6.43
H -0.37 -2.16 -5.40
H 0.07 -1.09 -6.75
H -1.83 -1.38 -3.70
H -2.32 0.32 -3.64
H 1.41 1.91 -3.10
H -0.30 2.39 -3.26
H 0.97 -2.12 -3.38
H 2.19 -0.87 -3.18
Se 3.51 2.84 -2.22
Sb 4.04 0.68 -1.28
Se 1.79 -0.33 -0.05
Se 4.59 -1.09 -2.81
Se 5.17 0.70 0.86
*
```

Mulliken atomic charge list, values in e, 8 entries: number 1, Pt, carries 1.442; number 2, C, carries -1.413; number 3, C, carries 0.750; number 4, C, carries -0.614; number 5, C, carries -0.814; number 6, C, carries 0.127; number 7, Br, carries -0.039; number 8, N, carries -0.489

Below is a 15-piece molecular cluster, C27H88N26O15 overall, with properties calculated with the ωB97M-V functional and the def2-TZVPD basis.

## Properties
LUMO energy, eV: -0.173
Energy above the lowest of the compared OMol25 structures with the same formula, charge and spin, kJ/mol: 1028.6

Geometry as ORCA input:
```
! RIJCOSX wB97M-V def2-TZVPD def2/J DEFGRID3
* xyz 0 1
C 5.86 3.93 -0.40
O 6.74 4.50 0.26
N 5.61 4.24 -1.57
N 5.36 2.79 0.07
H 5.01 3.63 -2.10
H 6.06 4.92 -2.16
H 5.59 2.51 1.02
H 4.58 2.37 -0.42
C -2.79 4.10 4.96
O -3.95 4.47 5.05
N -2.23 3.48 5.92
N -1.98 4.40 3.98
H -1.25 3.73 5.94
H -2.86 3.18 6.66
H -2.35 4.81 3.14
H -1.00 4.17 3.98
C 3.65 -6.84 6.00
O 4.68 -7.40 5.78
N 3.30 -6.50 7.24
N 2.59 -6.64 5.20
H 3.97 -6.69 7.97
H 2.36 -6.18 7.44
H 2.67 -7.05 4.28
H 1.71 -6.28 5.52
C 6.21 -2.80 -1.41
O 6.10 -1.85 -2.10
N 7.14 -3.67 -1.69
N 5.48 -3.12 -0.40
H 7.34 -4.45 -1.09
H 7.55 -3.57 -2.61
H 5.67 -3.93 0.16
H 4.83 -2.48 0.03
C -1.41 -4.06 7.90
O -1.22 -4.96 8.64
N -1.23 -2.86 8.21
N -1.90 -4.24 6.74
H -0.81 -2.68 9.11
H -1.32 -2.05 7.61
H -2.44 -3.54 6.25
H -2.09 -5.19 6.46
C -2.36 -6.66 -4.96
O -1.66 -5.72 -4.79
N -2.39 -7.73 -4.25
N -3.18 -6.74 -6.01
H -1.78 -7.73 -3.44
H -3.15 -8.39 -4.18
H -3.51 -7.69 -6.14
H -3.16 -6.00 -6.69
C -6.74 1.96 -2.45
O -7.39 1.35 -1.64
N -7.30 2.63 -3.37
N -5.46 2.33 -2.36
H -8.29 2.48 -3.51
H -6.72 3.23 -3.93
H -5.05 1.78 -1.61
H -5.27 3.30 -2.56
C 3.53 2.83 6.58
O 2.51 3.32 6.14
N 4.62 2.82 5.84
N 3.71 2.42 7.80
H 4.61 3.27 4.94
H 5.52 2.43 6.09
H 2.89 2.35 8.39
H 4.59 2.00 8.05
C 1.26 -6.67 -0.53
O 0.11 -6.85 -0.16
N 1.68 -5.88 -1.47
N 2.32 -7.31 -0.16
H 0.93 -5.69 -2.13
H 2.57 -5.95 -1.93
H 2.14 -8.15 0.37
H 3.30 -7.09 -0.20
C -5.31 6.57 -0.21
O -4.15 6.73 0.10
N -5.79 6.99 -1.33
N -6.17 5.94 0.47
H -5.17 7.58 -1.87
H -6.78 6.86 -1.51
H -5.92 5.59 1.39
H -7.12 5.83 0.15
C -3.25 -0.84 -7.43
O -2.82 -1.78 -8.05
N -3.28 0.35 -7.99
N -3.78 -0.87 -6.26
H -2.85 0.44 -8.90
H -3.98 1.01 -7.68
H -3.50 -1.64 -5.67
H -4.15 0.00 -5.91
C 0.75 8.17 -3.20
C 0.35 9.60 -2.88
C 1.41 10.61 -2.28
O 0.72 11.70 -1.56
C 1.52 12.88 -1.30
N -0.22 10.21 -4.09
H -0.13 7.67 -3.60
H 1.17 7.75 -2.28
H 1.52 8.12 -3.96
H -0.50 9.74 -2.21
H 2.14 10.96 -3.01
H 2.06 10.14 -1.54
H 1.93 13.36 -2.18
H 2.43 12.61 -0.76
H 0.92 13.59 -0.72
H -0.71 11.08 -3.94
H -0.94 9.65 -4.52
C 3.57 -4.53 -8.11
C 4.60 -4.29 -7.00
C 6.09 -4.00 -7.55
O 7.13 -4.09 -6.54
C 8.32 -3.32 -6.73
N 4.06 -3.30 -6.10
H 2.66 -4.84 -7.60
H 3.91 -5.44 -8.61
H 3.34 -3.63 -8.68
H 4.57 -5.20 -6.40
H 6.11 -3.02 -8.03
H 6.34 -4.75 -8.31
H 8.03 -2.28 -6.54
H 8.55 -3.44 -7.79
H 9.05 -3.67 -6.01
H 4.46 -3.42 -5.18
H 3.06 -3.41 -5.97
C -7.17 -3.54 5.75
C -6.57 -2.35 6.48
C -5.89 -1.44 5.41
O -5.02 -2.16 4.60
C -5.50 -2.35 3.32
N -7.70 -1.63 7.15
H -7.82 -4.11 6.41
H -6.41 -4.32 5.63
H -7.76 -3.19 4.91
H -5.95 -2.71 7.30
H -5.28 -0.67 5.89
H -6.70 -0.98 4.85
H -6.36 -3.01 3.16
H -4.84 -2.81 2.59
H -5.88 -1.40 2.96
H -7.16 -1.10 7.82
H -8.24 -2.32 7.65
C 0.19 1.68 0.16
C 0.47 0.21 -0.11
C 0.73 -0.73 1.06
O 1.92 -0.41 1.72
C 2.08 -1.35 2.85
N -0.41 -0.31 -1.07
H 0.92 2.18 0.79
H -0.84 1.99 0.38
H 0.48 2.21 -0.75
H 1.43 0.27 -0.61
H 0.96 -1.68 0.58
H -0.07 -0.71 1.80
H 2.45 -2.25 2.35
H 1.13 -1.49 3.37
H 2.92 -0.98 3.43
H -0.41 0.27 -1.90
H -0.10 -1.23 -1.36
*
```

Mulliken atomic charge list, values in e, 8 entries: number 1, C, carries 0.617; number 2, O, carries -0.721; number 3, N, carries -0.296; number 4, N, carries -0.319; number 5, H, carries 0.163; number 6, H, carries 0.234; number 7, H, carries 0.175; number 8, H, carries 0.152

Below is one molecule with the formula C6H10O, with properties calculated with the ωB97M-V functional and the def2-TZVPD basis.

## Properties
LUMO energy, eV: 1.133
Energy above the lowest of the compared OMol25 structures with the same formula, charge and spin, kJ/mol: 166.9

Geometry as ORCA input:
```
! RIJCOSX wB97M-V def2-TZVPD def2/J DEFGRID3
* xyz 0 1
O 1.05 -1.63 1.12
C 1.98 -1.12 0.52
C 1.80 0.18 -0.19
C 0.43 0.85 0.56
C -0.81 0.72 -0.34
C -1.37 -0.63 -0.72
C -2.21 0.30 0.10
H 2.98 -1.60 0.61
H 2.84 0.58 -0.40
H 1.41 0.08 -1.20
H 0.65 1.89 0.77
H 0.15 0.38 1.53
H -0.82 1.46 -1.14
H -1.64 -0.80 -1.76
H -0.94 -1.48 -0.21
H -3.07 0.77 -0.39
H -2.42 0.04 1.13
*
```

natural (NBO) atomic charge list, values in e, 8 entries: number 1, O, carries -0.543; number 2, C, carries 0.428; number 3, C, carries -0.548; number 4, C, carries -0.368; number 5, C, carries -0.240; number 6, C, carries -0.434; number 7, C, carries -0.413; number 8, H, carries 0.118